Run i
A single C3H2N2O2 molecule. Source: OMol25; level of theory: the ωB97M-V functional and the def2-TZVPD basis.

Results
* net charge: 0
* orbital gap: 9.8978 eV

XYZ file:
```
9
Properties=species:S:1:pos:R:3:mulliken_charge:R:1
O -0.70 0.58 -2.31 -0.348
O -1.01 0.22 -0.06 -0.199
N 0.69 0.05 1.34 0.195
N 1.96 -0.49 1.36 -0.325
C -1.40 0.29 -1.40 0.204
C 2.51 -0.76 0.31 0.093
C 0.32 0.21 0.06 -0.231
H 0.10 -0.13 2.16 0.282
H -2.46 0.01 -1.46 0.329
```

=====

Run ii
A single C3H2N2O2 molecule. Source: OMol25; level of theory: the ωB97M-V functional and the def2-TZVPD basis.

Results
* net charge: 0
* orbital gap: 8.2428 eV

XYZ file:
```
9
Properties=species:S:1:pos:R:3:mulliken_charge:R:1
O 2.19 -2.63 -0.08 -0.441
O 4.48 1.04 -0.12 -0.398
N -0.11 0.00 0.28 -0.483
N 2.15 0.79 0.08 -0.399
C 1.82 -1.50 0.15 0.466
C 1.27 -0.31 0.14 0.206
C 3.36 0.87 0.10 0.561
H -0.33 0.77 -0.33 0.247
H -0.55 -0.89 0.27 0.242
```

=====

Run iii
2 unconnected molecules or ions with the total composition C3H2N2O2. Source: OMol25; level of theory: the ωB97M-V functional and the def2-TZVPD basis.

Results
* net charge: 0
* SMILES: N=C=C=O.N=C=O
* orbital gap: 7.2178 eV

XYZ file:
```
9
Properties=species:S:1:pos:R:3:mulliken_charge:R:1
O 0.32 -1.93 -1.39 -0.407
O -0.83 1.53 -1.31 -0.460
N -0.67 -0.32 1.74 -0.532
N 1.23 1.14 -0.26 -0.444
C -0.10 -1.28 -0.52 0.520
C -0.40 -0.81 0.63 0.105
C 0.15 1.20 -0.74 0.575
H -1.53 0.13 1.73 0.281
H 1.84 0.35 0.13 0.361
```

=====

Stability summary: most stable run ii, least stable run i.

=====

Run i
2 unconnected molecules or ions with the total composition C2H3N2O2. Source: OMol25; level of theory: the ωB97M-V functional and the def2-TZVPD basis.

Results
* net charge: -1
* orbital gap (spin up / spin down): 7.8385 / 7.9477 eV

XYZ file:
```
9
Properties=species:S:1:pos:R:3:mulliken_charge:R:1
O 1.97 -1.23 0.23 -0.878
O 1.35 1.65 -0.09 -0.481
N -0.18 0.24 -0.96 -0.267
N -0.74 -1.01 -0.43 -0.577
C -1.00 0.24 0.26 -0.179
C 1.12 0.52 -0.45 0.509
H -1.93 0.65 0.05 0.250
H -0.01 -1.53 0.07 0.406
H -0.57 0.47 1.32 0.217
```

=====

Run ii
2 unconnected molecules or ions with the total composition C2H3N2O2. Source: OMol25; level of theory: the ωB97M-V functional and the def2-TZVPD basis.

Results
* net charge: -1
* orbital gap (spin up / spin down): 7.4305 / 7.4314 eV

XYZ file:
```
9
Properties=species:S:1:pos:R:3:mulliken_charge:R:1
O 1.17 -1.10 1.90 -0.698
O 1.18 0.63 -0.14 -0.232
N -0.56 0.31 1.19 -0.310
N 0.70 0.57 1.20 -0.059
C 0.24 -0.05 -0.88 -0.271
C -0.99 -0.08 0.03 -0.276
H -0.25 0.64 -1.64 0.149
H 0.52 -0.90 -1.37 0.307
H -2.00 -0.02 -0.29 0.389
```

=====

Run iii
A gas-phase ion, C2H3N2O2 (charge -1). Source: OMol25; level of theory: the ωB97M-V functional and the def2-TZVPD basis.

Results
* net charge: -1
* SMILES: O=C([O-])N1CN1
* orbital gap: 8.3689 eV

XYZ file:
```
9
Properties=species:S:1:pos:R:3:mulliken_charge:R:1
O -0.14 2.02 -1.10 -0.665
O 1.86 1.65 -0.22 -0.704
N -0.10 0.34 0.38 -0.096
N 0.50 -0.92 0.77 -0.555
C 0.65 1.44 -0.41 0.522
C -0.68 -0.85 -0.10 -0.044
H 0.20 -1.37 1.59 0.165
H -1.72 -1.06 0.29 0.201
H -0.59 -1.24 -1.20 0.177
```

=====

Stability summary: most stable run iii, least stable run ii.

=====

Run i
A single C2H2N2S3 molecule. Source: OMol25; level of theory: the ωB97M-V functional and the def2-TZVPD basis.

Results
* net charge: 0
* orbital gap (spin up / spin down): 7.1024 / 6.5928 eV

XYZ file:
```
9
Properties=species:S:1:pos:R:3:mulliken_charge:R:1
S -1.90 -2.45 0.47 -0.163
S -0.37 -2.05 -0.64 0.067
S -4.96 0.86 0.09 -0.310
N -1.14 0.34 -0.86 -0.649
N -2.31 0.45 -0.30 0.347
C -3.49 0.57 -0.33 0.376
C -0.13 -0.31 -0.11 -0.341
H -0.10 -0.14 0.92 0.354
H 0.87 0.12 -0.33 0.320
```

=====

Run ii
A single C2H2N2S3 molecule. Source: OMol25; level of theory: the ωB97M-V functional and the def2-TZVPD basis.

Results
* net charge: 0
* SMILES: S=c1[nH][nH]sc1=S
* orbital gap: 7.2304 eV

XYZ file:
```
9
Properties=species:S:1:pos:R:3:mulliken_charge:R:1
S -1.08 -2.35 -0.08 -0.300
S -0.07 1.86 -0.17 0.039
S -2.79 0.48 0.22 -0.185
N 1.31 0.82 -0.16 -0.348
N 0.86 -0.51 -0.05 -0.005
C -1.19 0.48 -0.11 0.228
C -0.49 -0.84 -0.17 0.079
H 1.89 1.25 0.50 0.284
H 1.58 -1.18 0.03 0.207
```

=====

Stability summary: most stable run ii, least stable run i.

=====

Run i
A gas-phase ion, C4H5N2 (charge +1). Source: OMol25; level of theory: the ωB97M-V functional and the def2-TZVPD basis.

Results
* net charge: +1
* SMILES: [H]/N=C1/C=[N+]=CC1
* orbital gap: 7.6450 eV

XYZ file:
```
11
Properties=species:S:1:pos:R:3:mulliken_charge:R:1
N 1.30 -1.20 -0.11 -0.353
N -0.56 1.73 -1.03 -0.534
C 1.32 0.03 -0.67 -0.037
C 0.01 0.75 -0.46 0.489
C -0.57 -0.17 0.67 -0.443
C 0.14 -1.43 0.44 0.082
H 2.20 0.45 -1.20 0.400
H -1.53 2.11 -0.83 0.307
H -0.21 0.21 1.64 0.323
H -0.43 -2.31 0.70 0.368
H -1.67 -0.17 0.85 0.397
```

=====

Run ii
A molecular structure, C4H5N2. Source: OMol25; level of theory: the ωB97M-V functional and the def2-TZVPD basis.

Results
* net charge: +1
* orbital gap: 8.4715 eV

XYZ file:
```
11
Properties=species:S:1:pos:R:3:mulliken_charge:R:1
N 1.43 0.45 1.00 -0.390
N -0.16 0.98 -0.63 -0.166
C -2.48 -0.11 -1.36 -0.316
C -0.41 -1.07 -0.12 -0.403
C -1.16 0.05 -0.95 0.278
C 0.47 0.06 0.18 0.512
H 1.73 -0.30 1.63 0.273
H -0.99 -1.50 0.74 0.317
H 1.75 1.47 0.98 0.287
H -0.25 -2.03 -0.73 0.329
H 0.07 2.01 -0.75 0.280
```

=====

Run iii
A gas-phase ion, C4H5N2 (charge +1). Source: OMol25; level of theory: the ωB97M-V functional and the def2-TZVPD basis.

Results
* net charge: +1
* SMILES: C=C1C[C@@H]1[N+]#N
* orbital gap: 9.9499 eV

XYZ file:
```
11
Properties=species:S:1:pos:R:3:mulliken_charge:R:1
N -3.13 0.24 -0.25 -0.234
N -2.08 0.08 0.06 0.548
C 0.10 -1.06 -0.39 -0.446
C 1.57 1.10 -0.15 -0.547
C 0.55 0.28 -0.20 0.264
C -0.84 -0.13 0.53 -0.213
H -0.72 -0.06 1.55 0.494
H 2.52 0.72 -0.37 0.281
H 0.74 -1.86 0.22 0.280
H -0.45 -1.37 -1.38 0.297
H 1.74 2.07 0.39 0.276
```

=====

Stability summary: most stable run i, least stable run ii.